A structure of composition C2H18CdO8 at a distorted geometry. Source: OMol25; level of theory: the ωB97M-V functional and the def2-TZVPD basis.

Values from the calculation:
Kohn-Sham gap in eV: 2.9
HOMO energy in eV: -7.174
Total energy in eV: -23301.6446
Energy above the lowest of the compared OMol25 structures with the same formula, charge and spin in kcal per mole: 192.0

Geometry as XYZ:
```
29
Properties=species:S:1:pos:R:3:forces:R:3:lowdin_charge:R:1
Cd -0.77226 0.81919 -0.70859 -0.717 -0.734 0.756 1.016
C 3.13463 -4.78482 0.16738 0.187 -0.212 0.296 -0.091
C 2.35758 -3.75691 -0.69607 -1.218 0.236 1.180 -0.424
O 1.85267 -2.71357 0.04224 0.348 0.106 0.028 -0.169
H 4.01207 -4.35922 0.65426 0.221 0.174 -0.482 0.065
H 3.39198 -5.66931 -0.41534 0.344 0.190 -0.359 0.063
H 2.61140 -5.22261 1.01748 -0.811 0.434 -0.126 0.063
H 1.50971 -4.21006 -1.20975 0.010 -0.657 -0.313 0.088
H 3.00679 -3.36758 -1.48032 0.597 0.126 -0.255 0.108
O -3.19099 -0.01585 1.30310 0.670 0.200 -0.280 -0.467
H -3.41793 -0.92448 1.58138 0.423 0.323 -0.447 -0.094
O 1.47315 3.04730 1.63017 -0.159 -0.181 -0.214 -0.081
H 1.53328 3.24988 2.56375 -0.052 -0.027 0.278 0.031
H 2.02588 3.70370 1.20608 0.139 0.145 -0.150 0.027
O -1.99976 -0.63217 -3.78098 0.193 0.116 0.289 -0.096
H -1.61045 -0.18029 -4.52963 0.157 0.100 -0.193 0.026
H -2.82116 -0.99035 -4.11748 -0.268 -0.132 0.027 0.033
O 1.66450 2.32626 -3.05865 -0.268 -0.126 0.185 -0.093
H 2.59080 2.24188 -3.28464 0.275 -0.118 0.007 0.033
H 1.35123 3.05273 -3.59748 -0.109 0.205 -0.114 0.026
O -0.72795 -1.34040 4.12854 0.061 -0.020 0.333 -0.060
H -0.10528 -1.58184 3.44281 0.177 -0.098 -0.205 0.027
H -1.45368 -0.92858 3.65955 -0.276 0.167 -0.241 0.008
O -2.28312 3.78953 -1.99035 0.241 -0.301 0.041 -0.095
H -2.18043 4.21244 -2.84290 0.030 0.068 -0.230 0.027
H -2.88720 4.35739 -1.51197 -0.189 0.087 0.249 0.036
O -3.21235 3.61294 3.82574 -0.060 0.288 -0.043 -0.057
H -2.74545 3.47681 4.65019 0.086 -0.025 0.209 0.027
H -3.10763 2.78804 3.35160 -0.036 -0.331 -0.223 0.023
```
Positions in Å, forces in eV/Å.